27
Properties=species:S:1:pos:R:3:forces:R:3:nbo_charge:R:1 method="wB97M-V/def2-TZVPD" charge=+1 lumo_energy_ha="-0.2325 / -0.1568"
S -0.2461 -3.1834 0.3083 -0.97 0.06 -0.29 0.633
N 0.9623 -2.2206 -0.2383 -1.79 -0.55 1.77 -0.363
N -0.7192 -0.0254 -0.2077 -1.73 -1.89 0.59 -0.253
C -1.7044 -0.8559 0.4888 -1.39 0.15 -2.78 -0.329
C -0.1412 1.0356 0.4926 0.38 1.31 -3.35 -0.283
C -0.2187 3.5856 0.5433 -1.05 1.23 -0.96 -0.622
C -1.8512 -2.2473 -0.1174 2.75 -1.80 -2.64 -0.483
C 1.0207 -1.7082 -1.5304 3.01 0.92 -3.57 -0.463
C 1.9243 -1.9600 0.7272 2.72 0.47 -0.49 -0.439
C -0.6797 2.3889 -0.2216 0.73 -1.13 0.14 -0.355
H 1.7194 -2.3779 -2.1824 -1.72 0.56 0.82 0.244
H -1.5214 -0.9663 1.5173 -0.08 0.23 1.63 0.214
H 0.9556 0.9531 0.2685 -0.65 0.56 0.35 0.206
H -0.7221 4.4616 0.1128 0.14 -0.06 0.04 0.231
H 0.8139 3.8128 0.5001 1.20 -0.16 -0.05 0.217
H -0.2290 2.3390 -1.1955 -0.01 0.26 -0.64 0.209
H -0.3266 1.2035 1.4845 -0.52 -0.39 2.91 0.191
H -0.5361 3.5732 1.5507 -0.27 -0.18 1.28 0.209
H 1.6508 -2.1050 1.7445 -0.34 -0.28 0.54 0.248
H 1.4757 -0.6581 -1.8397 -0.81 -1.77 1.94 0.262
H -1.9628 -2.3999 -1.2700 -0.05 0.97 2.08 0.262
H 2.1496 -0.9452 0.5071 0.59 1.30 0.58 0.232
H -2.7995 -0.6099 0.2370 1.29 0.95 0.78 0.276
H 2.8360 -2.4803 0.4399 0.34 -0.31 0.41 0.237
H -0.0004 -1.6321 -1.7256 -1.25 -0.10 -1.99 0.244
H -1.7726 2.4482 -0.3602 0.41 -0.63 0.32 0.217
H -2.4884 -2.9878 0.3305 -0.89 0.28 0.54 0.259

83
Properties=species:S:1:pos:R:3:forces:R:3:lowdin_spin:R:1 method="wB97M-V/def2-TZVPD" charge=-1 s_squared=0.757 spin_multiplicity=2 lumo_energy_ha="0.0839 / 0.0753"
Ba -0.2397 -0.7816 -0.9038 0.98 -0.80 0.93 0.007
S -0.9911 0.2958 2.9949 -0.21 -0.08 0.21 0.006
S 1.6666 0.8387 0.9756 0.51 0.07 -0.07 0.254
P 0.7328 1.2027 2.6937 -0.10 -0.24 -0.51 0.033
F 5.0949 -3.6027 0.4449 -0.02 0.00 0.03 0.008
F 2.2727 -3.7101 4.1666 0.00 0.00 -0.03 0.006
F -2.9722 -3.4176 -4.2116 -0.09 -0.11 -0.10 0.000
F -1.8700 3.5173 -1.9619 -0.11 0.11 -0.13 0.000
F -3.0549 -1.1238 -4.5729 -0.10 0.09 -0.12 0.000
F -0.2434 4.3205 -0.5123 -0.01 0.16 0.03 0.001
O -1.3294 2.3732 0.0231 0.05 -0.09 -0.10 0.002
O -1.0644 -2.1733 -3.8704 -0.17 0.15 0.06 0.000
O -3.1654 -2.0187 -2.3982 0.12 0.09 0.04 0.000
O 0.2940 2.6119 -1.9660 -0.18 -0.17 0.12 0.001
O 1.8178 0.8352 3.8056 0.14 -0.17 0.32 0.003
O 0.6177 2.7737 2.8551 -0.19 0.41 0.33 0.020
O -1.2637 -2.3118 1.0379 -0.22 0.02 0.00 0.001
N -0.0889 1.4255 -2.5126 -0.17 0.25 -0.38 0.000
N -2.7652 -0.8550 -1.7930 -0.23 0.15 -0.35 0.000
N 2.6406 -1.3914 -1.7497 0.10 -0.06 0.16 0.000
N -0.4935 -0.9810 -3.4707 -0.10 -0.01 -0.44 0.000
N -1.8942 1.1686 -0.3556 -0.42 0.56 -0.12 0.000
C -3.1401 1.1605 -0.6238 -0.04 -0.53 -0.24 0.000
C 4.9359 -1.2010 -1.1185 0.02 -0.02 0.05 -0.001
C 3.2414 -2.1162 0.4822 0.06 0.00 -0.06 0.065
C 2.0573 2.1187 5.8371 0.04 0.08 0.13 0.000
C 3.7043 -3.6677 2.3148 -0.06 0.10 -0.10 -0.001
C -0.4055 -0.2241 -5.8077 -0.10 0.08 -0.13 0.000
C -5.1168 -0.4340 -1.2314 -0.17 0.06 0.09 0.000
C 4.0024 -3.1115 1.0875 0.13 -0.05 -0.09 0.015
C 1.5053 0.8597 5.2087 0.00 -0.07 -0.15 0.000
C 3.6163 -1.5479 -0.8445 -0.17 -0.09 0.15 0.008
C -2.7386 -3.7082 2.3680 -0.07 -0.07 0.12 0.000
C -0.2411 -0.0804 -4.3336 0.22 0.37 0.25 0.000
C 1.7684 -2.1995 2.4258 0.20 -0.17 -0.03 0.061
C -0.7457 4.2486 4.1701 -0.12 0.12 0.10 0.001
C -3.6557 -0.1371 -1.2308 0.15 0.36 0.17 0.000
C 4.2652 -0.5954 -3.3219 -0.04 -0.01 0.03 -0.001
C -1.4836 -3.6266 1.5293 0.14 0.09 -0.01 0.000
C 0.2402 1.2353 -3.7357 -0.18 -0.41 -0.06 0.000
C -0.5962 3.5611 2.8375 0.21 -0.26 -0.29 0.001
C -4.0782 2.3084 -0.4751 -0.07 0.07 0.04 0.000
C 2.5790 -3.1835 2.9550 -0.07 -0.04 0.16 0.015
C 2.1192 -1.7053 1.1864 -0.16 0.25 -0.05 0.487
C 2.9764 -0.9436 -2.9584 -0.08 0.08 -0.04 0.000
C 0.9689 2.2501 -4.5510 0.06 0.03 -0.15 0.000
C 5.2622 -0.7118 -2.3674 0.04 0.02 -0.04 0.000
B -2.5799 -2.1728 -3.7795 0.26 0.07 0.19 0.000
B -0.8044 3.2089 -1.1039 0.11 -0.25 -0.01 0.001
H 1.9710 -0.0343 5.6292 0.00 0.05 0.00 0.000
H 0.1266 4.8616 4.4004 0.04 -0.01 -0.03 0.000
H -2.8620 -4.7146 2.7721 -0.02 -0.02 -0.02 0.000
H 0.5649 -0.1438 -6.3049 0.01 -0.02 0.02 0.000
H -0.4830 4.2568 2.0086 -0.03 0.05 0.02 0.000
H 6.2815 -0.4271 -2.5940 0.01 0.00 0.00 0.000
H 5.6818 -1.3140 -0.3459 0.04 0.01 -0.02 0.000
H -1.4329 2.9018 2.6108 -0.03 0.05 0.05 0.000
H 0.6243 3.2483 -4.2871 -0.04 0.00 0.01 0.000
H 1.6277 3.0030 5.3714 -0.03 0.00 -0.04 0.000
H -1.2916 -1.6459 1.7544 0.10 -0.15 0.10 0.000
H 3.1397 2.1640 5.7193 0.02 -0.02 -0.03 0.000
H -1.5646 -4.2585 0.6431 -0.02 -0.01 0.04 0.000
H -0.6013 -3.9544 2.0926 -0.08 -0.01 0.04 0.000
H -5.5048 -0.4367 -0.2099 0.02 -0.03 0.00 0.000
H -0.8603 -1.1814 -6.0415 0.01 0.00 0.05 0.000
H 4.4673 -0.2356 -4.3209 0.02 0.01 -0.01 0.000
H 0.9159 -1.8320 2.9833 -0.03 0.04 0.01 0.006
H -5.6573 0.3462 -1.7715 0.01 -0.01 -0.03 0.000
H 0.8303 2.0709 -5.6157 0.01 0.05 0.00 0.000
H -5.3110 -1.3931 -1.7007 0.05 -0.01 -0.02 0.000
H 2.0406 2.2213 -4.3366 0.00 -0.03 0.04 0.000
H 1.8292 2.1474 6.9053 -0.02 -0.05 0.00 0.000
H -4.4263 2.6422 -1.4536 0.03 0.00 -0.03 0.000
H -4.9513 2.0024 0.1049 0.00 0.01 0.02 0.000
H 2.1615 -0.8627 -3.6675 0.00 0.01 -0.01 0.000
H -0.8842 3.5241 4.9741 0.01 -0.05 -0.01 0.000
H 0.4250 0.7631 5.3459 0.02 0.07 -0.01 0.000
H -1.6196 4.9043 4.1550 0.00 -0.02 -0.03 0.000
H -3.5738 3.1383 0.0100 0.00 -0.02 0.00 0.000
H -2.6874 -3.0163 3.2115 0.04 0.01 0.00 0.000
H -1.0373 0.5758 -6.1970 -0.03 -0.01 0.00 0.000
H 4.3226 -4.4418 2.7415 0.00 -0.02 0.03 0.000
H -3.6189 -3.4599 1.7755 0.00 0.01 -0.04 0.000

37
Properties=species:S:1:pos:R:3:forces:R:3:nbo_charge:R:1 method="wB97M-V/def2-TZVPD" charge=0 lumo_energy_ha=0.0153
O 0.1622 1.2949 -3.3417 -1.55 0.32 0.75 -0.617
O 0.1672 -0.8796 -3.4922 -3.52 -0.59 1.86 -0.698
O -1.8407 -2.8276 -0.6247 -0.69 -1.33 0.39 -0.618
O -1.4689 2.2693 -1.1053 0.90 0.54 2.03 -0.711
N -1.4798 -1.0578 1.6892 1.06 -0.64 0.04 -0.839
N 1.3612 1.3369 3.4842 -0.25 -1.57 -0.07 -0.814
N 1.2046 -0.8530 3.6253 -1.73 -2.79 1.46 -0.800
N -2.2250 -1.0710 -1.8971 -1.83 -1.35 -2.97 -0.629
N 2.7437 -0.1357 2.1060 0.30 -1.20 -0.35 -0.715
C 1.7842 0.1689 3.0732 1.05 4.10 -0.42 0.583
C -1.1485 -0.6989 0.2911 1.70 -1.08 -0.39 -0.128
C 0.5162 -0.7592 0.1606 -2.01 -1.00 0.30 -0.428
C 2.6128 0.5128 0.7885 1.89 2.54 1.02 -0.213
C -1.9551 0.1884 -2.5316 3.76 -0.42 2.55 -0.161
C -0.4786 0.2893 -3.1009 2.42 -0.27 -1.00 0.784
C -2.3573 1.5292 -1.8048 0.76 -0.55 -3.28 -0.049
C 1.2577 0.5949 0.1871 -2.82 -0.83 -0.13 -0.448
C -1.8431 -1.6321 -0.7497 3.10 0.90 2.40 0.685
H 1.3546 0.7800 -0.8822 0.24 1.03 0.14 0.223
H 0.3810 -0.6068 4.0965 -0.87 0.28 1.24 0.399
H 0.8768 -1.3901 0.9848 -0.46 0.30 0.09 0.213
H 0.9094 -0.6615 -4.0189 1.33 0.83 -0.72 0.497
H -2.4994 -1.8989 -2.4923 0.32 1.63 0.32 0.418
H 1.8831 2.1697 3.3064 0.48 0.09 -0.99 0.354
H 0.6963 -1.4273 -0.6795 0.52 0.51 -0.64 0.212
H 2.8067 1.6156 1.0773 0.60 -1.27 -1.44 0.185
H -1.1151 -2.1289 1.8197 -0.88 3.71 -0.17 0.377
H -3.1672 1.2968 -1.1426 -0.90 0.21 -0.20 0.212
H -2.5226 1.9839 -2.8162 -1.18 1.17 1.46 0.163
H -0.6737 2.5416 -1.5615 0.07 -0.22 -0.71 0.499
H -0.9188 -0.3249 2.2543 -1.05 -2.20 -0.79 0.371
H 3.2703 0.0980 -0.0336 -0.08 0.41 1.61 0.217
H 1.4010 -1.8278 3.6386 0.58 -0.21 -0.87 0.402
H 0.6027 1.3804 0.7003 0.88 -1.04 -0.79 0.228
H -2.4353 0.3811 -3.4177 -1.89 -1.06 -2.11 0.237
H -1.4675 0.2562 -0.1029 0.05 0.73 1.37 0.199
H 3.6047 -0.5067 2.5124 -0.32 0.33 -0.99 0.405

14
Properties=species:S:1:pos:R:3:forces:R:3:nbo_charge:R:1 method="wB97M-V/def2-TZVPD" charge=0 lumo_energy_ha=0.0312
O -1.2022 1.1942 0.4691 0.26 0.00 0.13 -0.490
N 0.8407 1.3691 -0.7849 -0.06 0.08 0.37 -0.529
C 0.8195 -1.0561 -0.3234 0.43 0.14 -0.28 -0.225
C -1.2931 -0.2107 0.3516 0.67 -0.68 0.74 -0.057
C 1.1850 0.0324 -1.0197 0.29 -0.32 -0.09 -0.056
C -0.1852 1.8144 -0.1735 0.37 -0.10 0.05 0.412
C 0.1737 -0.9151 0.9762 -1.32 0.59 -0.52 -0.478
H 0.6907 -2.0265 -0.7988 1.13 -0.04 -0.03 0.211
H 1.9219 -0.1031 -1.7979 -0.43 0.13 -0.65 0.200
H -1.3848 -0.4152 -0.7386 0.34 -0.39 0.90 0.182
H -2.2413 -0.4999 0.8149 0.38 0.05 0.30 0.199
H -0.3442 2.8942 -0.1102 0.11 -0.27 0.01 0.173
H 0.2731 -1.8820 1.5346 -1.27 0.76 -0.48 0.231
H 0.7462 -0.1956 1.6005 -0.90 0.05 -0.42 0.227

46
Properties=species:S:1:pos:R:3:forces:R:3:mulliken_charge:R:1 method="wB97M-V/def2-TZVPD" charge=0 lumo_energy_ha=-0.0037
Ba -0.7507 0.0213 -0.1626 -0.89 0.15 2.14 1.688
Cl -2.0587 3.8832 -2.1708 -0.06 0.10 -0.16 -0.190
Cl -0.9752 -0.2114 -6.5470 0.02 0.07 -0.05 -0.137
S -0.1437 0.1207 2.8163 -0.03 -0.01 0.58 -0.404
O -2.1367 1.7514 0.2165 -2.18 2.58 0.64 -0.859
O 0.1535 -1.8888 -0.7085 1.98 -3.81 -1.14 -0.578
O -2.8544 -3.2047 -3.6603 -0.22 -0.10 0.25 -0.515
O 0.0136 2.1991 -0.0870 0.83 2.16 -0.06 -0.703
O -1.9474 -2.3221 -1.2616 -0.02 -0.05 -0.11 -0.846
O -2.2325 -2.9073 -5.7621 0.02 -0.03 0.09 -0.565
N 3.6633 0.0386 3.5607 0.14 -0.01 0.22 -0.769
N 0.1855 0.1816 -4.1579 -0.05 -0.16 -0.10 0.483
N 2.3347 0.0783 3.8754 -0.01 -0.02 -0.24 0.185
N 0.2333 -0.2984 -2.9060 0.29 -0.13 0.07 -0.660
N 2.0228 -0.0052 0.4392 0.08 0.00 -0.20 -0.638
N 2.4037 0.0216 1.7630 0.26 0.02 0.18 0.262
C 1.8209 3.4768 -3.8905 0.03 0.04 0.00 -0.715
C -2.1216 -2.6266 -4.5971 0.11 0.25 -0.21 0.419
C 0.9768 1.3191 -4.4926 0.17 0.25 -0.06 0.296
C 1.5166 0.0699 2.8090 0.17 0.02 0.17 0.329
C -1.1991 2.5312 -0.0524 -0.30 2.02 0.06 0.681
C 1.7215 1.3422 -5.6637 -0.06 -0.11 0.02 -0.409
C -0.5521 -1.3631 -2.8799 -0.11 0.12 -0.42 0.957
C 4.9035 -0.0315 1.4236 -0.07 0.02 -0.01 -1.203
C 2.5122 2.4451 -5.9438 0.02 0.03 -0.01 -0.749
C 2.5651 3.5133 -5.0610 -0.01 0.00 0.00 -0.499
C -1.5566 3.9616 -0.4606 0.09 -0.22 0.10 -0.514
C 3.6924 0.0049 2.2752 -0.11 0.00 -0.20 0.843
C -1.1592 -1.5803 -4.1400 0.10 -0.05 0.08 -0.053
C -0.6307 -0.5766 -4.9304 -0.15 -0.09 0.12 0.041
C -0.7810 -1.9785 -1.5284 -0.22 -2.82 -1.96 -0.029
C 1.0275 2.3802 -3.5986 -0.10 -0.08 0.00 0.093
H 3.1851 4.3716 -5.2840 -0.01 0.00 -0.01 0.390
H 1.8450 4.3123 -3.2030 0.01 -0.02 0.01 0.428
H -2.7025 -2.8247 -2.7606 0.18 -0.05 -0.05 0.435
H 4.9822 0.8843 0.8353 0.03 -0.03 -0.02 0.282
H 2.2731 -0.8700 -0.0258 0.01 -0.08 0.09 0.324
H 3.0967 2.4617 -6.8541 -0.01 0.00 0.00 0.370
H 0.4479 2.3504 -2.6866 -0.01 0.00 0.00 0.353
H -0.6939 4.6161 -0.3958 0.01 -0.01 0.01 0.264
H -2.3921 4.3388 0.1203 -0.02 -0.03 -0.02 0.367
H 5.7793 -0.1207 2.0595 0.00 0.00 0.01 0.353
H 2.0374 0.0961 4.8336 -0.05 0.01 0.05 0.176
H 2.3492 0.8037 -0.0753 0.05 0.08 0.12 0.232
H 4.8659 -0.8776 0.7367 0.04 0.00 0.00 0.304
H 1.6878 0.5062 -6.3475 0.03 -0.01 0.02 0.480

| no. | DFT total energy (hartree) |
| --- | --- |
| 1 | -784.1747 |
| 2 | -3586.0796 |
| 3 | -928.9746 |
| 4 | -324.6240 |
| 5 | -2742.2372 |